(1)
10
Properties=species:S:1:pos:R:3:lowdin_charge:R:1 method="wB97M-V/def2-TZVPD" max_force_ev_per_a=4.20 de_lowest_ev=0.9302 total_energy_ha=-1850.317157 e_lumo_ev=-1.06 spin_multiplicity=1 homo_ha=-0.3466 total_charge=0
C 0.90 1.53 -2.57 -0.244
O -0.37 -0.12 -1.16 -0.623
O -0.13 -1.46 1.36 -0.471
P -0.20 -0.68 2.79 0.015
S -0.49 0.56 -2.47 0.906
Cl -0.35 -2.30 3.92 0.217
Cl -2.13 -0.10 2.65 0.168
H 1.06 2.01 -3.50 -0.009
H 0.27 -1.03 0.60 0.008
H 1.44 1.60 -1.62 0.034



(2)
64
Properties=species:S:1:pos:R:3:lowdin_charge:R:1 method="wB97M-V/def2-TZVPD" max_force_ev_per_a=15.65 total_energy_ha=-35109.686483 e_lumo_ev=-0.22 spin_multiplicity=1 homo_ha=-0.2414 total_charge=0
C 2.16 -7.32 1.10 0.052
C 1.21 -6.28 1.35 -0.034
C 0.28 -4.94 1.70 -0.237
O -1.11 -5.28 1.35 -0.280
P -2.12 -3.97 1.93 0.556
O -3.42 -3.98 0.98 -0.582
O -2.70 -4.18 3.56 -0.405
O -1.25 -2.49 1.64 -0.531
P -0.90 -1.62 3.11 0.614
O -0.20 -2.63 4.34 -0.411
Br 0.84 -0.22 2.50 0.215
H 3.10 -7.89 0.65 0.059
H 0.32 -4.71 2.85 0.112
H 0.75 -4.07 1.04 0.146
H -2.85 -5.15 3.79 0.007
H 0.80 -2.68 4.14 0.061
Br 3.29 1.61 1.65 0.561
C 2.84 2.64 0.06 -0.687
C 2.30 1.75 -1.04 -0.692
Br 3.74 0.76 -1.91 0.609
H 3.74 3.19 -0.24 0.034
H 2.08 3.35 0.38 0.003
H 1.84 2.34 -1.83 0.020
H 1.58 1.01 -0.68 0.046
Br 2.85 4.59 -3.74 0.620
C 4.72 4.87 -4.21 -0.674
C 5.64 4.39 -3.11 -0.677
Br 5.69 5.65 -1.63 0.625
H 4.84 5.93 -4.44 0.056
H 4.87 4.28 -5.12 0.062
H 6.67 4.33 -3.47 0.062
H 5.35 3.42 -2.69 0.019
Br -0.25 4.92 -0.42 0.632
C 0.41 6.76 -0.49 -0.688
C 1.50 6.99 0.53 -0.727
Br 0.75 7.19 2.32 0.609
H -0.45 7.41 -0.36 0.058
H 0.81 6.88 -1.50 0.035
H 2.02 7.93 0.34 -0.025
H 2.23 6.17 0.58 0.049
Br -5.78 -8.58 1.67 0.593
C -5.93 -7.24 3.08 -0.690
C -5.74 -5.85 2.53 -0.526
Br -3.86 -5.47 2.18 1.045
H -5.20 -7.51 3.85 0.048
H -6.94 -7.37 3.48 0.053
H -6.05 -5.10 3.26 0.074
H -6.28 -5.68 1.59 0.066
Br 3.02 9.25 -1.73 0.663
C 4.73 9.19 -0.80 -0.699
C 5.11 10.55 -0.26 -0.692
Br 5.77 11.71 -1.68 0.606
H 5.47 8.78 -1.50 0.025
H 4.59 8.48 0.02 0.052
H 5.94 10.46 0.45 0.061
H 4.28 11.07 0.22 0.055
Br -5.82 -9.90 -1.60 0.574
C -7.42 -8.95 -2.16 -0.690
C -7.13 -8.02 -3.32 -0.701
Br -6.22 -6.41 -2.72 0.600
H -7.81 -8.43 -1.28 0.047
H -8.13 -9.73 -2.45 0.057
H -8.06 -7.67 -3.78 0.056
H -6.50 -8.48 -4.09 0.052



(3)
18
Properties=species:S:1:pos:R:3:lowdin_charge:R:1 method="wB97M-V/def2-TZVPD" max_force_ev_per_a=5.79 de_lowest_ev=1.3333 total_energy_ha=-339.670671 e_lumo_ev=-2.57 spin_multiplicity=1 homo_ha=-0.4964 total_charge=+1
C 1.99 0.86 0.66 -0.271
C -0.77 -1.87 -0.49 -0.028
C -2.40 -0.06 0.15 -0.175
N 0.93 1.14 -0.03 0.036
N 3.23 1.15 0.25 0.132
N -1.74 1.04 0.37 0.152
N -2.04 -1.24 -0.34 0.008
H 1.92 0.57 1.63 0.101
H -0.76 -2.54 -1.34 0.103
H -0.04 -1.05 -0.92 0.122
H -0.57 -2.30 0.40 0.057
H -3.41 0.17 0.31 0.138
H -0.64 1.04 0.08 0.074
H 4.00 0.60 0.53 0.097
H 3.27 1.44 -0.71 0.110
H -2.04 1.83 0.94 0.132
H 1.02 1.64 -0.89 0.073
H -2.91 -1.66 -0.53 0.140



(4)
18
Properties=species:S:1:pos:R:3:lowdin_charge:R:1 method="wB97M-V/def2-TZVPD" max_force_ev_per_a=4.46 de_lowest_ev=5.2553 total_energy_ha=-518.218332 e_lumo_ev=0.06 spin_multiplicity=1 homo_ha=-0.3082 total_charge=0
C 0.11 -2.20 0.34 0.086
C -0.26 -0.92 0.19 -0.278
C -1.07 -0.63 -0.96 -0.047
C -1.53 0.63 -1.13 -0.057
C -1.27 1.64 -0.10 -0.104
C -0.49 1.49 0.96 -0.044
C 0.23 0.16 1.12 -0.214
N 1.73 0.38 0.80 0.056
N 2.58 -0.75 0.14 0.229
C 2.18 0.26 -0.48 -0.448
F 2.00 0.86 -1.62 0.188
H 0.83 -2.63 1.12 0.108
H -0.17 -2.89 -0.33 0.021
H -1.15 -1.38 -1.61 0.076
H -2.11 1.07 -1.90 0.089
H -1.74 2.68 -0.27 0.130
H -0.20 2.30 1.61 0.104
H 0.33 -0.09 2.11 0.106



(5)
33
Properties=species:S:1:pos:R:3:mulliken_spin:R:1 method="wB97M-V/def2-TZVPD" max_force_ev_per_a=4.87 total_energy_ha=-1984.588185 e_lumo_ev="-14.73 / -15.09" spin_multiplicity=3 s_squared=2.11 homo_ha="-0.7360 / -0.7414" total_charge=+3
I -1.19 -2.48 -1.48 0.863
I -1.33 2.30 -1.32 -0.156
Mo 0.23 -0.09 -0.52 1.437
P 0.28 -0.01 -2.97 -0.096
C -1.38 -0.02 -3.73 0.016
C 1.11 1.45 -3.69 0.008
H 2.16 -1.50 -3.30 -0.001
H 1.24 -1.20 -4.82 0.000
H 0.61 -2.34 -3.59 0.001
C 1.16 -1.41 -3.75 0.006
H 2.10 1.56 -3.23 -0.001
H 1.21 1.28 -4.77 0.000
H -1.23 -0.02 -4.82 0.002
H -1.94 0.87 -3.41 -0.003
H 0.52 2.35 -3.49 0.001
H -1.93 -0.91 -3.42 0.008
C -2.11 -0.09 -0.39 -0.041
O -3.27 -0.20 -0.46 0.035
Cl 2.59 -0.07 -0.64 0.022
C 0.08 0.06 5.85 -0.003
C 0.07 0.05 4.34 -0.029
C 1.02 0.79 3.63 -0.016
C 1.03 0.74 2.24 0.020
N 0.11 -0.02 1.57 -0.038
C -0.84 -0.72 2.25 -0.011
C -0.87 -0.69 3.64 -0.013
H 1.06 -0.25 6.24 -0.004
H -0.11 1.08 6.23 -0.005
H -0.70 -0.61 6.24 0.001
H 1.74 1.39 4.15 0.001
H 1.79 1.26 1.63 -0.001
H -1.58 -1.29 1.66 0.000
H -1.62 -1.27 4.16 0.000



(6)
12
Properties=species:S:1:pos:R:3:lowdin_charge:R:1 method="wB97M-V/def2-TZVPD" max_force_ev_per_a=3.23 de_lowest_ev=0.9405 total_energy_ha=-451.945184 e_lumo_ev=0.51 spin_multiplicity=1 homo_ha=-0.3899 total_charge=0
N 1.40 1.19 0.42 0.145
C 0.79 -0.07 0.69 -0.482
O 1.08 -1.04 1.37 0.116
N -0.36 -0.20 -0.23 0.014
C -0.36 -1.39 -1.01 -0.270
O 0.57 -2.10 -1.16 0.129
C -1.54 0.44 0.28 -0.232
O -2.64 0.40 -0.23 0.060
H 2.35 1.52 0.74 0.131
H 1.30 1.48 -0.57 0.113
H -1.33 -1.27 -1.47 0.137
H -1.26 1.03 1.16 0.139



(7)
16
Properties=species:S:1:pos:R:3:lowdin_charge:R:1 method="wB97M-V/def2-TZVPD" max_force_ev_per_a=0.94 de_lowest_ev=0.2570 total_energy_ha=-159.575527 e_lumo_ev=1.18 spin_multiplicity=1 homo_ha=-0.4284 total_charge=0
C 0.18 0.22 -2.40 -0.157
C 0.84 1.52 -1.92 -0.165
H -0.06 -0.42 -1.56 0.033
H -0.78 0.38 -2.87 0.063
H 0.86 -0.32 -3.05 0.058
H 1.77 1.72 -2.44 0.056
H 1.18 1.42 -0.89 0.053
H 0.26 2.43 -2.01 0.057
C -0.32 -1.37 2.68 -0.170
C -0.75 -0.41 1.59 -0.171
H 0.03 -2.33 2.30 0.063
H 0.49 -0.94 3.28 0.063
H -1.16 -1.56 3.34 0.057
H -1.80 -0.45 1.28 0.067
H -0.59 0.60 1.97 0.061
H -0.16 -0.50 0.69 0.033



(8)
27
Properties=species:S:1:pos:R:3:mulliken_spin:R:1 method="wB97M-V/def2-TZVPD" max_force_ev_per_a=5.68 de_lowest_ev=0.0000 total_energy_ha=-552.541211 e_lumo_ev="-2.90 / -4.25" spin_multiplicity=3 s_squared=2.01 homo_ha="-0.2954 / -0.4753" total_charge=+1
C 1.33 0.97 0.77 0.051
C 1.68 -0.37 0.26 -0.053
C -0.04 0.92 1.44 0.041
C 0.96 -1.09 -0.87 0.055
C -1.11 0.95 0.44 0.735
C -0.30 -1.77 -0.48 0.603
N -1.06 2.07 -0.65 0.049
N -0.56 -2.41 0.65 0.182
N 0.68 0.04 -1.87 0.029
O -2.35 1.14 1.02 0.077
O -1.17 -1.98 -1.44 0.074
H 2.09 1.31 1.50 -0.002
H 1.49 1.80 0.03 0.006
H 2.78 -0.62 -0.06 -0.008
H 1.62 -1.03 1.14 0.004
H -0.23 -0.03 2.01 0.015
H 0.01 1.76 2.11 0.022
H 1.52 -1.79 -1.51 0.082
H -1.77 2.68 -0.31 0.005
H -0.10 2.49 -0.82 0.005
H -1.40 -3.02 0.63 0.011
H -0.03 -2.47 1.56 0.006
H -1.37 1.63 -1.49 0.004
H 0.20 -0.33 -2.72 -0.003
H 1.55 0.48 -2.12 -0.009
H -2.27 0.95 1.92 0.008
H -2.13 -2.27 -1.13 0.011